[1]
Molecular formula: C31H40I2N3O26S6
Method: DFT, ωB97M-V with the def2-TZVPD basis set

Structure (XYZ):
```
108
Properties=species:S:1:pos:R:3:forces:R:3
C -2.400413 3.186946 -2.861309 0.86 -2.74 1.82
C -1.724556 2.229819 -2.430759 -1.41 1.86 0.08
N -1.068296 1.165836 -1.648819 -3.24 -0.39 -2.27
N 0.067853 1.524224 -1.068212 1.55 -2.90 2.28
C 0.701340 0.566271 -0.282094 -0.78 -1.65 0.08
C 2.090575 0.901727 0.466350 -1.36 0.67 0.14
C 1.945577 1.402897 1.868874 2.87 -0.04 -0.15
C 3.216122 1.710183 2.700211 0.20 -1.93 -4.96
C 4.473779 1.420065 1.881414 -3.13 0.05 -0.08
C 4.346592 0.950973 0.455425 0.86 0.08 0.30
N 3.218978 0.663653 -0.338973 0.00 1.77 5.55
C 0.187563 -0.909918 -0.055994 -1.87 2.36 -1.85
C 0.981506 -1.963970 0.819077 1.32 -1.20 -1.86
C 1.827660 -2.849162 0.095669 -1.74 2.26 0.60
C -1.151382 -1.235290 -0.795916 2.17 2.23 0.07
C -1.833787 -2.676229 -0.666284 0.41 0.82 0.73
C -2.868918 -2.564809 0.589540 0.41 1.83 0.22
C -2.127323 -2.930045 1.952455 1.19 -2.78 1.04
O -1.617408 -4.050974 2.100135 -1.28 3.53 -0.65
O -1.968778 -2.006094 3.030591 -1.44 -0.40 -2.83
C -1.764906 -0.070592 -1.647544 1.33 -1.97 1.71
C -3.120956 -0.336925 -2.453000 1.58 -0.88 -1.69
I -4.975319 0.586498 -1.722973 1.55 -0.74 -0.38
C -3.130528 -1.140012 -3.618475 -0.94 1.13 1.70
C -4.463667 -1.449263 -4.461107 0.66 0.47 0.33
I -1.274301 -2.020892 -4.395335 -1.36 0.73 0.63
H -3.219920 3.959758 -3.042028 1.91 -1.29 0.01
H 0.914572 1.557731 2.324071 1.54 -0.28 -0.81
H 3.237708 2.071138 3.772567 -0.14 -0.54 -1.64
H 5.501932 1.560790 2.349017 -1.56 -0.24 -0.94
H 5.345808 0.793145 -0.097692 -1.69 0.24 0.99
H 0.921668 -1.992006 1.963246 -0.80 -0.23 -1.94
H 2.270640 -2.402467 -0.868010 -1.20 -1.36 1.10
H 2.015914 -3.927957 0.387974 0.46 1.85 0.13
H -2.391651 -2.991853 -1.609620 0.92 0.62 1.33
H -0.969839 -3.399994 -0.425767 -1.58 0.98 -0.42
H -3.145374 -1.445561 0.653304 0.10 -1.66 -0.13
H -3.843885 -3.122779 0.412909 1.53 0.33 0.52
H -2.568318 -1.235732 2.852626 0.73 -0.84 0.29
H -5.174403 -2.153667 -3.915616 1.08 0.96 -0.44
H -4.213035 -1.931935 -5.461357 -0.24 0.86 1.37
H -4.986230 -0.435594 -4.592773 0.68 -1.59 -0.02
C -3.063569 -6.889506 2.204435 0.47 -0.24 0.16
C -2.292801 -8.187934 2.021136 0.16 0.22 -0.51
O -3.121424 -9.194359 2.598439 -0.52 0.21 0.40
S -4.677518 -8.779247 2.393946 0.67 0.24 -0.45
O -5.177164 -9.467754 1.246523 -0.12 0.28 0.69
O -5.324160 -8.822833 3.664812 0.20 -0.20 -0.63
O -4.437512 -7.227824 1.988682 6.38 -6.18 -2.70
H -2.962412 -6.511756 3.225933 0.09 0.03 -0.07
H -2.746902 -6.119593 1.501236 -0.22 -0.07 0.07
H -1.318093 -8.166020 2.508694 -0.19 -0.19 0.14
H -2.163331 -8.423719 0.960583 0.04 0.08 0.03
C -7.736731 -3.974801 4.026444 -0.51 -0.32 0.27
C -6.934439 -4.331488 5.267448 -0.02 0.63 0.14
O -5.994966 -5.315457 4.832405 0.09 -0.02 -0.82
S -5.590548 -5.018931 3.292020 -1.73 -0.47 0.40
O -4.357484 -4.290017 3.283032 -0.45 -0.30 -0.41
O -5.783914 -6.211716 2.534983 -5.54 6.28 3.18
O -6.793309 -3.978286 2.953688 0.80 0.27 0.32
H -8.495731 -4.732913 3.815015 0.03 0.05 0.06
H -8.214305 -2.998137 4.110993 0.19 -0.03 -0.17
H -7.559762 -4.724722 6.068530 0.18 -0.21 -0.13
H -6.372719 -3.467846 5.635620 -0.10 0.00 0.02
C 5.316517 -0.294343 -3.473195 -0.32 0.60 -0.02
C 6.003900 0.218193 -4.725996 -0.41 -0.46 -0.49
O 7.341331 0.515778 -4.318050 0.13 -0.18 0.94
S 7.779402 -0.516524 -3.147307 -0.18 -0.01 -0.36
O 8.528172 -1.575842 -3.739804 -0.22 0.48 0.57
O 8.255638 0.240176 -2.034921 -0.03 -0.37 -0.53
O 6.299871 -1.078580 -2.795073 0.66 0.05 -0.34
H 5.026784 0.530753 -2.816237 -0.07 -0.01 -0.09
H 4.439051 -0.899405 -3.702918 0.21 -0.12 0.11
H 5.518168 1.104624 -5.132450 0.31 -0.09 0.19
H 6.050132 -0.557124 -5.496723 -0.04 0.00 0.06
C -0.461319 6.696661 0.371692 -0.16 -0.44 0.52
C 0.147081 5.553344 -0.422727 0.65 0.26 0.19
O -0.731365 5.367877 -1.534535 -0.70 0.54 0.04
S -1.370525 6.799589 -1.949240 0.55 0.19 0.38
O -0.613374 7.329087 -3.034979 -0.70 -0.15 0.39
O -2.792141 6.662590 -1.988828 0.59 -0.14 -0.30
O -0.964542 7.609489 -0.606749 0.04 -0.42 -0.85
H -1.301862 6.351893 0.980212 0.10 -0.01 0.02
H 0.270645 7.189201 1.011883 -0.11 0.12 -0.21
H 0.227727 4.637174 0.162171 -0.20 0.01 -0.18
H 1.132829 5.823328 -0.812514 -0.03 -0.02 0.07
C 0.468323 4.312169 6.461535 -0.16 -0.41 0.50
C 1.052682 3.163713 5.656639 0.96 0.22 0.53
O 0.175366 2.980572 4.566478 -0.98 0.47 -0.47
S -0.464001 4.414546 4.148830 0.15 0.18 0.71
O 0.291069 4.939790 3.054593 -0.57 -0.18 0.26
O -1.882462 4.282765 4.118333 0.72 0.00 -0.38
O -0.040984 5.226628 5.486596 0.07 -0.48 -0.96
H -0.365415 3.972947 7.082145 0.07 0.01 -0.02
H 1.212297 4.800167 7.091457 -0.10 0.14 -0.24
H 1.133564 2.248349 6.242893 -0.18 0.00 -0.18
H 2.035279 3.425434 5.252311 0.03 0.05 0.17
C 6.537675 5.171333 -6.482730 0.39 0.57 0.19
C 7.054551 4.477313 -5.233594 0.46 -0.39 -0.46
O 5.910339 4.337510 -4.389237 -0.81 0.21 -0.38
S 4.593101 4.139890 -5.311622 0.58 0.59 -0.18
O 4.312657 2.739382 -5.397309 -0.32 0.71 0.01
O 3.617255 5.099041 -4.915916 0.26 -0.79 -0.01
O 5.244039 4.610229 -6.717195 -0.25 -0.66 0.71
H 6.418102 6.245532 -6.317721 0.04 -0.06 -0.01
H 7.186183 5.007465 -7.343621 -0.26 -0.13 0.00
H 7.835566 5.048707 -4.732812 -0.26 -0.02 0.15
H 7.428889 3.475508 -5.464154 0.06 0.08 0.00
```
Positions in Å, forces in eV/Å.

Results
2S+1: 1
Net charge: +1
Gap between HOMO and LUMO, Eh: 0.2282
Strongest force on any atom, hartree/bohr: 0.18045
Highest occupied orbital energy, Eh: -0.4035


[2]
Molecular formula: C15H33CuN2O13
Method: DFT, ωB97M-V with the def2-TZVPD basis set

Structure (XYZ):
```
64
Properties=species:S:1:pos:R:3:forces:R:3
Cu -1.210259 -0.910970 0.183845 -0.48 -1.86 1.26
O 1.160440 -3.591816 2.549755 0.68 -0.41 -0.49
C 0.104816 -3.445132 1.677621 -3.57 1.00 0.41
O 0.060471 -2.343938 1.031192 1.26 0.64 -0.48
O -0.823861 -4.244933 1.762875 1.26 -0.56 -0.23
H 0.964683 -4.493142 2.851321 0.22 0.21 0.30
O -2.960033 -0.983412 3.937526 -0.46 -0.42 -0.15
C -3.147259 -1.563374 2.683715 0.09 -2.56 -0.50
O -2.755406 -0.930794 1.667177 0.78 1.30 -0.66
O -3.640919 -2.707835 2.739493 0.12 1.49 -0.09
H -3.354251 -1.773713 4.376768 0.39 0.83 0.51
O -2.969383 -3.591499 -2.967458 0.07 -0.37 -0.86
C -2.822865 -3.405631 -1.625991 0.02 0.33 3.99
O -2.290823 -2.313026 -1.249610 0.46 0.74 -1.36
O -3.226944 -4.274121 -0.832026 0.01 -0.05 -1.75
H -3.302093 -4.501482 -2.991668 -0.06 0.18 -0.12
C 3.638247 -0.310403 -3.711912 0.82 0.21 -0.48
O 2.647325 -0.604864 -2.786645 -0.10 -0.24 0.44
C 1.683334 -1.561010 -3.206976 -0.16 0.66 -0.45
C 0.723426 -1.798991 -2.051687 -1.21 -0.57 -0.71
N 0.203949 -0.533077 -1.447172 1.55 0.04 -1.46
C -0.579675 0.253337 -2.415432 -1.30 -0.53 0.03
C -1.381306 1.320366 -1.702781 -0.62 1.02 -0.52
O -2.181027 0.809926 -0.644415 0.80 -0.93 -0.59
C -3.298434 1.578692 -0.221127 0.90 0.17 0.00
H 4.547930 -0.007909 -3.185980 -0.05 -0.25 0.18
H 3.434063 0.541069 -4.376007 -0.56 -0.10 -0.01
H 3.867568 -1.175418 -4.343540 0.08 -0.01 0.04
H 2.134113 -2.490601 -3.569604 0.23 -0.13 0.44
H 1.199247 -1.154018 -4.104963 -0.40 0.04 0.11
H 1.186927 -2.413149 -1.282537 -0.11 0.17 0.17
H -0.161273 -2.309048 -2.444195 0.14 -0.39 0.22
H 1.112513 -0.063208 -1.549210 -0.15 0.71 1.88
H -1.266498 -0.423197 -2.933734 -0.21 -0.07 0.32
H -0.042193 0.746039 -3.231839 0.57 0.01 0.31
H -1.991893 1.783488 -2.488361 -0.43 -0.13 0.12
H -0.799181 2.169979 -1.326375 0.45 -0.26 0.25
H -3.469302 1.237755 0.798401 -0.46 0.03 -0.12
H -4.145439 1.438238 -0.893012 -0.06 -0.13 0.11
H -2.974353 2.625214 -0.239413 -0.28 0.12 0.17
C 3.810545 1.420818 0.420878 -2.10 0.18 0.49
O 2.662069 0.616054 0.108051 0.76 -0.75 0.18
C 2.359066 -0.304534 1.173956 0.98 0.35 0.62
C 1.387156 0.284759 2.185385 -1.16 -2.02 0.39
N 0.076440 0.634840 1.533769 2.51 0.71 0.71
C -0.645785 1.542835 2.418997 -0.64 1.85 -0.77
C -0.076868 2.981656 2.468868 0.78 -0.95 -0.24
O 0.059171 3.521213 1.157111 0.28 0.40 -0.32
C -0.432913 4.831399 0.995977 -1.95 -0.35 1.01
H 4.667069 0.881271 0.829032 0.05 -0.32 -0.49
H 3.413783 2.037527 1.237244 0.75 0.69 -0.12
H 3.993090 1.988480 -0.487814 0.42 0.15 0.22
H 3.264080 -0.486728 1.767079 0.24 0.01 -0.16
H 2.132214 -1.278663 0.750394 -0.85 0.23 0.01
H 1.851128 1.060620 2.802071 -0.01 0.64 -0.61
H 1.172205 -0.459012 2.959821 0.04 -0.42 -0.32
H 0.549223 1.181427 0.807763 -1.26 0.45 -0.56
H -0.687592 1.239377 3.464635 -0.14 -0.68 -0.19
H -1.652069 1.669195 2.015684 -0.17 -0.42 0.32
H 0.937835 2.902315 2.867909 0.00 0.40 0.33
H -0.695213 3.604326 3.117718 -0.04 0.08 -0.05
H -0.616144 5.055303 -0.051310 0.51 -0.02 -0.09
H 0.023376 5.660498 1.547038 1.01 -0.27 -0.30
H -1.426248 4.830634 1.473720 -0.26 0.12 -0.31
```
Positions in Å, forces in eV/Å.

Results
2S+1: 2
Net charge: -1
Gap between HOMO and LUMO (spin up / spin down), Eh: 0.2482 / 0.2478
Strongest force on any atom, hartree/bohr: 0.07791
Highest occupied orbital energy (spin up / spin down), Eh: -0.1671 / -0.1670


[3]
Molecular formula: ClH2NOS2
Method: DFT, ωB97M-V with the def2-TZVPD basis set

Structure (XYZ):
```
7
Properties=species:S:1:pos:R:3:forces:R:3
N 2.452049 0.186954 -0.778843 0.11 -6.87 -2.37
O 2.100157 1.604116 1.305872 -0.58 -0.45 2.45
S -2.728342 -0.280915 -0.249126 -0.83 -1.65 -1.49
S 2.320036 1.587536 -0.135927 0.40 5.65 0.11
Cl 2.590365 -1.330481 -0.052101 0.06 1.68 -0.19
H -3.385164 -1.380439 -1.034856 1.01 2.06 1.96
H -3.349100 -0.386771 0.944978 -0.16 -0.41 -0.47
```
Positions in Å, forces in eV/Å.

Results
2S+1: 3
Gap between HOMO and LUMO (spin up / spin down), Eh: 0.2919 / 0.2273
Strongest force on any atom, hartree/bohr: 0.14142
Highest occupied orbital energy (spin up / spin down), Eh: -0.2908 / -0.3608


[4]
Molecular formula: CH3NSi
Method: DFT, ωB97M-V with the def2-TZVPD basis set

Structure (XYZ):
```
6
Properties=species:S:1:pos:R:3:forces:R:3
C -2.508532 -0.207182 0.111093 9.09 -5.22 2.54
N -3.599948 0.038997 -0.073454 -9.52 3.89 -2.15
Si -0.224568 0.049562 -0.002277 0.86 -1.67 1.05
H 0.479695 0.160576 1.355227 -0.35 0.27 -0.93
H 0.197643 -1.393280 -0.573474 -0.79 1.68 0.45
H -0.289723 1.122353 -0.911083 0.70 1.05 -0.97
```
Positions in Å, forces in eV/Å.

Results
2S+1: 3
Gap between HOMO and LUMO (spin up / spin down), Eh: 0.2419 / 0.2455
Strongest force on any atom, hartree/bohr: 0.20971
Highest occupied orbital energy (spin up / spin down), Eh: -0.2098 / -0.4344